1.
{"formula": "C19H27N2O3S", "method": "wB97M-V/def2-TZVPD", "lumo_energy_ev": -2.68, "de_lowest_kcal_mol": 414.8, "charge": 1, "smiles": "COc1ccccc1[NH+]1CCN(C[C@H](O)COCc2cccs2)CC1", "gap_ev": 8.83, "elements": ["C", "O", "C", "C", "C", "C", "C", "C", "N", "C", "C", "N", "C", "C", "O", "C", "O", "C", "C", "C", "C", "C", "S", "C", "C", "H", "H", "H", "H", "H", "H", "H", "H", "H", "H", "H", "H", "H", "H", "H", "H", "H", "H", "H", "H", "H", "H", "H", "H", "H", "H", "H"], "xyz": [[-5.6223, -0.8439, -0.7318], [-4.0555, -0.8561, -0.8642], [-3.3603, -0.3130, -1.7376], [-3.8798, 0.1914, -2.9309], [-3.0096, 0.2718, -3.9926], [-1.6224, 0.3283, -3.7663], [-1.1917, 0.0417, -2.5953], [-2.0234, -0.4702, -1.3416], [-1.4168, -0.9010, -0.1464], [-0.9367, 0.3073, 0.6042], [-0.4243, -0.2331, 1.8461], [0.4504, -1.1264, 1.8387], [1.1732, -1.5583, 3.0772], [2.4632, -0.8641, 3.0740], [1.8674, 0.6900, 3.3142], [3.1503, -0.7065, 1.8415], [4.1368, 0.6399, 1.8294], [4.5207, 0.9835, 0.4842], [3.5582, 1.6351, -0.1972], [3.5534, 3.0178, -0.3366], [2.3511, 3.5632, -1.0243], [1.7403, 2.6410, -1.7276], [2.3648, 1.0762, -1.2589], [-0.2542, -2.2448, 1.0387], [-0.6076, -1.8546, -0.2528], [-6.1038, 0.0591, -1.0244], [-6.0481, -1.3610, 0.2067], [-5.8786, -1.6166, -1.5915], [-5.0016, -0.1180, -3.1289], [-3.5003, 0.6009, -4.9055], [-0.9611, 0.7489, -4.4263], [-0.1113, -0.0905, -2.3701], [-2.3048, -1.0435, 0.1079], [-0.0574, 0.7217, -0.1223], [-1.6814, 1.2611, 0.4309], [0.1414, 0.5827, 2.4986], [-1.5072, -0.4177, 2.3758], [0.6011, -1.3322, 4.0272], [1.6735, -2.4388, 2.8130], [3.1466, -0.8429, 3.9007], [2.7297, 1.4262, 3.0551], [2.3897, -0.3300, 0.8972], [3.7802, -1.3512, 1.8708], [5.4579, 1.5052, 0.7399], [4.8965, 0.0483, 0.1008], [4.0482, 3.9377, 0.4042], [2.2122, 4.4750, -1.2712], [0.7269, 2.5511, -2.1107], [0.5194, -3.2839, 1.0677], [-1.1197, -2.6097, 1.9018], [0.1828, -1.8014, -0.8014], [-1.1562, -2.6960, -0.6904]], "forces_ev_per_a": [[0.842, -4.073, -2.388], [-7.463, -2.451, 6.580], [3.298, 0.475, 0.065], [-1.378, -2.555, -1.613], [-1.497, 2.287, 0.077], [-3.097, 0.606, -2.209], [2.451, -3.796, 8.974], [2.038, 4.864, -11.358], [-5.315, 11.725, -2.771], [2.126, 3.878, -4.524], [-6.079, 10.390, 6.227], [4.108, -9.651, -2.532], [-0.759, 1.596, -0.982], [-1.914, 8.341, 2.381], [4.450, 1.203, -0.938], [-5.906, 11.582, -4.447], [-2.406, -2.535, 1.469], [4.753, -4.100, 4.507], [-2.678, 6.095, -3.756], [-1.541, 3.957, 2.935], [4.388, -4.951, 1.361], [-1.708, -3.805, 0.587], [-0.843, -1.288, -0.933], [4.333, -6.094, 9.134], [0.172, -9.985, 0.577], [0.209, 1.050, 0.284], [1.627, 1.309, -1.131], [0.191, 1.529, 1.707], [2.332, 1.328, 0.440], [0.600, -0.454, -0.355], [1.383, 0.422, -2.057], [-0.490, 0.735, -0.536], [-4.368, -2.522, 4.098], [-1.598, -1.163, 1.712], [1.315, -2.955, 1.401], [-1.982, -0.498, -1.283], [1.764, -0.411, 0.010], [0.666, -1.053, -1.013], [-1.082, -3.131, 0.365], [0.061, -1.176, 0.655], [-3.584, -3.601, 0.933], [2.361, -2.223, 2.722], [7.784, -8.238, -1.700], [-0.535, 0.599, -0.793], [-0.065, -0.387, -1.010], [-0.643, -3.407, -2.246], [-0.946, 6.586, -0.684], [0.390, 0.609, -0.620], [-2.250, 3.130, -0.465], [1.548, 0.915, -3.037], [4.850, 1.540, -3.646], [0.088, -0.245, -0.175]]}



2.
{"formula": "F4N2NaO8S4", "method": "wB97M-V/def2-TZVPD", "lumo_energy_ev": 1.55, "de_lowest_kcal_mol": 44.5, "charge": -1, "gap_ev": 9.37, "elements": ["Na", "N", "S", "O", "O", "F", "S", "O", "O", "F", "N", "S", "O", "O", "F", "S", "O", "O", "F"], "xyz": [[0.7117, 1.4043, 0.2884], [-1.4757, 0.9307, -0.7111], [-2.6300, -0.0213, -0.9933], [-2.7451, -0.5337, -2.3363], [-3.8281, 0.0315, -0.1749], [-1.8724, -1.2694, -0.2366], [-2.1697, 2.3558, -1.1594], [-3.4174, 2.8022, -0.6099], [-1.8719, 2.6613, -2.5171], [-1.1052, 3.2855, -0.3189], [1.7592, -0.7218, 0.3588], [1.5349, -1.3133, 1.9723], [2.2050, -0.6047, 3.0121], [1.1124, -2.6663, 2.1627], [0.0638, -0.5946, 2.0615], [3.0949, -1.4051, 0.0886], [2.9916, -2.7517, -0.4260], [4.3170, -1.0523, 0.7968], [3.3250, -0.5374, -1.2577]], "forces_ev_per_a": [[-0.389, -0.339, -0.076], [-0.213, 4.233, -0.016], [-2.655, -8.376, 1.427], [-0.010, 1.372, 0.593], [1.178, 1.097, -1.254], [-0.174, 0.591, -0.594], [1.144, 2.769, 0.271], [0.872, -1.033, -0.247], [-0.061, -0.115, 0.006], [0.204, -0.476, -0.108], [-1.598, -0.488, 4.754], [-4.861, 1.259, 0.867], [0.947, -0.227, -0.679], [1.531, 0.306, -0.762], [0.490, 0.349, -0.386], [5.724, -1.373, -5.141], [-0.097, 0.910, 1.156], [-1.994, -0.450, 0.412], [-0.037, -0.010, -0.223]]}



3.
{"formula": "C9H14O", "method": "wB97M-V/def2-TZVPD", "lumo_energy_ev": 0.85, "de_lowest_kcal_mol": 4.2, "smiles": "Cc1ccc(O)cc1.CC", "gap_ev": 9.28, "elements": ["C", "C", "C", "C", "C", "O", "C", "C", "H", "H", "H", "H", "H", "H", "H", "H", "C", "C", "H", "H", "H", "H", "H", "H"], "xyz": [[-3.1185, -1.2486, 0.3002], [-2.1300, -0.1283, 0.3438], [-2.1766, 0.9353, 1.2198], [-1.2868, 2.0020, 1.1212], [-0.3102, 1.9984, 0.1415], [0.5818, 3.0499, 0.1315], [-0.2029, 0.9274, -0.7298], [-1.1138, -0.1045, -0.6283], [-2.6778, -2.2414, 0.3141], [-3.7410, -1.1796, -0.5981], [-3.8382, -1.2129, 1.1182], [-2.8897, 0.9953, 2.0314], [-1.2985, 2.8383, 1.8070], [1.1552, 2.9672, -0.6395], [0.5517, 0.8823, -1.5139], [-1.1090, -0.9652, -1.2937], [3.1375, -1.2705, -1.1241], [2.7648, -1.1284, 0.3539], [4.0827, -0.7558, -1.3434], [3.2974, -2.3150, -1.3922], [2.3757, -0.8543, -1.7785], [3.0314, -0.1369, 0.7110], [3.2338, -1.8760, 0.9815], [1.6809, -1.1786, 0.4662]], "forces_ev_per_a": [[-0.871, -0.035, 0.172], [0.693, 0.019, -0.706], [0.039, 0.640, 0.475], [0.228, -0.122, -0.154], [0.512, 0.339, 0.273], [-0.247, -0.216, -0.198], [-0.106, -0.333, -0.466], [-0.734, -0.474, 0.352], [0.261, -0.031, -0.036], [0.192, -0.024, -0.070], [0.146, 0.098, 0.203], [-0.245, -0.246, -0.081], [-0.157, -0.049, 0.067], [-0.043, 0.001, 0.103], [-0.001, 0.168, 0.213], [0.358, 0.256, -0.154], [0.609, -0.061, 0.167], [-0.453, 0.450, -0.463], [-0.204, -0.088, 0.022], [-0.178, -0.017, -0.092], [-0.066, 0.019, -0.052], [0.156, 0.060, 0.172], [0.100, -0.081, 0.103], [0.011, -0.271, 0.150]]}



4.
{"formula": "C3H8P2", "method": "wB97M-V/def2-TZVPD", "lumo_energy_ev": [1.00, -2.62], "de_lowest_kcal_mol": 38.4, "spin_multiplicity": 3, "s_squared": 2.01, "gap_ev": [7.29, 6.98], "elements": ["C", "C", "C", "P", "P", "H", "H", "H", "H", "H", "H", "H", "H"], "xyz": [[0.9957, 0.9701, 0.5056], [-0.0057, -0.9944, -0.9545], [-0.0967, -0.1182, 0.2992], [1.8209, 0.8669, 1.9066], [-1.8163, 0.7418, 0.2774], [0.9273, 1.8510, -0.2128], [0.8973, -1.5805, -0.7622], [-0.8241, -1.7176, -1.2132], [0.2245, -0.3913, -1.8465], [0.1405, -0.7307, 1.1158], [2.3090, 2.1301, 1.8136], [-1.4388, 2.1224, 0.4358], [-2.2644, 0.5940, 1.7207]], "forces_ev_per_a": [[-5.520, 0.185, -8.090], [0.987, -0.247, -0.650], [0.333, 2.274, -0.853], [3.461, -1.169, 5.956], [-0.268, -0.116, 1.829], [0.455, -1.298, 0.952], [-0.033, -0.276, -0.414], [0.420, 0.953, 0.699], [-0.308, -0.132, 0.200], [-0.846, -1.224, 1.460], [0.621, 1.389, 0.428], [0.036, -0.548, 0.065], [0.663, 0.210, -1.583]]}



Number 1: energy -40075.008 eV. Number 2: energy -77988.984 eV. Number 3: energy -11607.454 eV. Number 4: energy -21812.624 eV.